Record 1
DFT (ωB97M-V/def2-TZVPD) results for a 11-piece molecular cluster, C25H72O19 overall.

XYZ file:
```
116
Properties=species:S:1:pos:R:3
C -4.559 -2.317 -0.520
C -3.236 -2.463 0.429
O -2.148 -2.527 -0.400
O -5.675 -2.245 0.420
H -4.661 -3.136 -1.235
H -4.543 -1.312 -0.861
H -3.167 -3.228 1.146
H -2.950 -1.578 0.979
H -1.774 -1.596 -0.274
H -5.513 -3.079 0.976
C 0.703 -4.152 1.216
C -0.492 -5.143 1.418
O -1.276 -5.193 0.199
O 1.211 -4.067 2.560
H 0.078 -3.311 0.808
H 1.532 -4.291 0.581
H -1.300 -4.770 2.134
H -0.339 -6.192 1.629
H -1.795 -4.413 0.101
H 1.562 -4.800 3.018
C -1.892 -0.348 -4.263
C -1.088 0.908 -4.472
O -0.930 1.557 -3.145
O -2.106 -1.034 -5.544
H -2.984 -0.330 -3.804
H -1.234 -1.104 -3.760
H -1.650 1.694 -5.083
H -0.126 0.635 -4.790
H -1.701 1.838 -2.981
H -1.273 -1.357 -5.604
C -3.837 3.409 -3.044
C -3.098 4.635 -2.952
O -3.700 5.675 -3.668
O -3.281 2.437 -2.037
H -3.716 3.193 -3.974
H -4.848 3.410 -2.704
H -1.972 4.418 -3.372
H -2.960 4.863 -1.925
H -3.464 5.565 -4.583
H -3.829 2.675 -1.205
C -3.050 2.829 1.820
C -4.327 3.497 1.434
O -4.699 2.863 0.230
O -2.454 3.642 2.741
H -2.353 2.612 1.162
H -3.145 1.654 2.197
H -4.135 4.490 1.168
H -5.142 3.487 2.096
H -5.087 2.014 0.405
H -2.577 3.151 3.716
C 3.081 -1.996 -5.991
C 1.725 -1.966 -5.368
O 0.817 -2.785 -5.878
O 3.932 -0.862 -5.385
H 2.923 -1.942 -7.040
H 3.554 -2.988 -5.968
H 1.351 -0.859 -5.449
H 1.690 -2.122 -4.286
H 0.853 -3.550 -5.541
H 4.983 -1.001 -5.263
C -0.415 5.212 0.405
C 0.378 4.800 1.504
O 0.144 3.495 1.960
O 0.046 6.332 -0.313
H -1.321 5.343 0.879
H -0.744 4.377 -0.457
H 0.471 5.547 2.232
H 1.223 4.736 1.039
H -0.745 3.303 2.195
H -0.207 7.101 0.228
C 3.899 -0.097 3.831
C 4.634 -1.266 3.534
O 5.234 -1.179 2.258
O 3.342 -0.162 5.147
H 3.048 0.107 3.056
H 4.342 0.987 3.688
H 3.822 -1.941 3.665
H 5.184 -1.486 4.387
H 5.844 -0.536 2.285
H 2.538 -0.867 5.074
C 4.055 0.794 -0.874
C 4.807 -0.188 -1.725
C 5.916 -0.956 -1.161
O 3.949 -1.009 -2.439
H 3.612 0.340 0.047
H 3.384 1.251 -1.407
H 4.774 1.506 -0.406
H 5.129 0.470 -2.511
H 6.384 -1.836 -1.647
H 5.747 -1.442 -0.201
H 6.687 -0.433 -0.863
H 3.762 -0.555 -3.269
C -0.118 -0.180 1.335
C 0.045 0.100 -0.083
C 0.960 -0.964 -0.838
O -1.203 0.068 -0.724
H -0.825 -1.129 1.572
H -0.420 0.699 1.924
H 0.718 -0.389 1.809
H 0.710 1.155 -0.063
H 0.408 -1.921 -0.882
H 1.896 -0.986 -0.178
H 1.102 -0.757 -1.757
H -0.891 0.756 -1.539
C 0.454 -0.922 6.555
C 0.248 -2.091 5.681
C -1.078 -2.066 4.891
O 1.391 -2.210 4.866
H 0.690 0.137 6.309
H 1.041 -1.379 7.539
H -0.503 -0.662 7.071
H 0.060 -3.130 6.194
H -1.534 -1.276 4.368
H -1.805 -2.083 5.525
H -1.258 -2.907 4.073
H 1.078 -2.706 4.002
```

The value obtained for the max |F| is 10.79 eV Å⁻¹. The HOMO-LUMO gap is 9.4 eV. For the LUMO energy, the calculation gives -0.058 eV. Its structure (SMILES) is CC(C)O.CC(C)O.CC(C)O.OCCO.OCCO.OCCO.OCCO.OCCO.OCCO.OCCO.OCCO. The energy is -2424.56052 hartree.


Record 2
DFT (ωB97M-V/def2-TZVPD) results for a 12-piece molecular cluster, C25H73NO15S overall.

XYZ file:
```
115
Properties=species:S:1:pos:R:3
C 5.713 -1.326 0.768
C 5.729 0.226 0.546
C 5.649 0.630 -0.977
C 4.593 0.981 1.298
C 4.787 1.057 2.856
C 3.169 0.427 0.973
O 2.285 1.543 0.776
C 0.937 1.202 0.896
C 0.529 -0.162 0.235
C 0.331 -1.364 1.215
C 0.166 -2.678 0.351
C 1.025 -3.848 0.943
N 2.263 -4.105 0.145
C 0.131 2.333 0.150
C -1.289 2.622 0.758
C -1.853 1.504 1.679
O -1.145 1.315 2.918
S 0.504 1.368 2.688
O 0.901 2.754 3.069
O 1.229 0.424 3.575
H 5.359 -1.879 -0.126
H 5.141 -1.609 1.677
H 6.749 -1.664 0.944
H 6.694 0.596 0.947
H 5.872 -0.226 -1.640
H 6.440 1.390 -1.155
H 4.688 1.124 -1.211
H 4.593 2.031 0.924
H 4.451 2.065 3.175
H 5.869 0.929 3.102
H 4.134 0.326 3.367
H 3.250 -0.105 -0.002
H 2.851 -0.276 1.759
H 1.195 -0.445 -0.604
H -0.462 0.011 -0.241
H -0.571 -1.228 1.841
H 1.180 -1.540 1.896
H -0.896 -2.981 0.262
H 0.546 -2.498 -0.680
H 1.333 -3.680 1.994
H 0.404 -4.766 0.921
H 3.021 -4.154 0.819
H 2.451 -3.308 -0.455
H 0.121 2.173 -0.944
H 0.735 3.253 0.303
H -1.989 2.687 -0.105
H -1.361 3.612 1.248
H -2.890 1.791 1.953
H -1.930 0.536 1.139
C -4.398 -1.865 2.733
O -3.098 -1.636 2.192
H -4.689 -2.890 2.520
H -4.385 -1.711 3.815
H -5.119 -1.186 2.271
H -2.863 -0.726 2.392
C 8.598 -4.408 0.931
O 7.600 -3.915 0.045
H 8.427 -3.975 1.915
H 8.534 -5.497 1.004
H 9.592 -4.120 0.579
H 7.764 -4.306 -0.816
C -3.109 3.924 -2.637
O -2.048 3.030 -2.989
H -2.925 4.311 -1.637
H -3.140 4.756 -3.345
H -4.062 3.388 -2.647
H -2.237 2.701 -3.881
C -1.685 2.406 -6.938
O -2.027 1.969 -5.622
H -1.809 3.486 -6.988
H -0.645 2.152 -7.154
H -2.343 1.931 -7.667
H -1.912 1.017 -5.596
C -5.221 6.580 -1.250
O -4.137 6.075 -0.477
H -5.181 6.126 -2.237
H -6.173 6.326 -0.776
H -5.138 7.665 -1.351
H -4.187 6.485 0.389
C 8.386 0.643 4.525
O 8.274 -0.442 3.609
H 8.359 1.575 3.966
H 7.551 0.621 5.230
H 9.332 0.580 5.071
H 8.299 -1.253 4.119
C -8.234 -2.643 3.527
O -7.483 -3.147 2.427
H -7.613 -2.690 4.420
H -8.520 -1.607 3.339
H -9.128 -3.252 3.676
H -8.048 -3.097 1.653
C -4.204 -0.441 -9.588
O -3.932 0.586 -8.639
H -3.364 -1.132 -9.599
H -5.111 -0.983 -9.307
H -4.327 -0.010 -10.585
H -4.682 1.184 -8.643
C 0.622 5.265 -3.824
O -0.601 5.532 -3.156
H 1.087 6.214 -4.088
H 1.297 4.707 -3.168
H 0.436 4.691 -4.736
H -0.995 4.677 -2.932
C 4.105 -6.601 2.989
O 4.089 -5.837 1.788
H 4.559 -5.999 3.774
H 3.086 -6.864 3.283
H 4.695 -7.511 2.849
H 3.685 -6.380 1.106
C -12.304 -2.015 2.605
O -10.979 -1.932 2.088
H -12.268 -2.525 3.565
H -12.717 -1.013 2.746
H -12.941 -2.582 1.921
H -11.030 -1.480 1.243
```

The value obtained for the max |F| is 6.24 eV Å⁻¹. The HOMO-LUMO gap is 9.2 eV. For the LUMO energy, the calculation gives 0.466 eV. Its structure (SMILES) is CC(C)[C@H](C)CO[C@]1(CCCCN)CCCOS1(=O)=O.CO.CO.CO.CO.CO.CO.CO.CO.CO.CO.CO. The energy is -2577.57536 hartree.


Record 3
DFT (ωB97M-V/def2-TZVPD) results for a 12-piece molecular cluster, C25H74BrN3O11PS2 overall.

XYZ file:
```
117
Properties=species:S:1:pos:R:3
S 0.795 3.341 -1.909
P 0.808 4.350 -0.239
N -0.123 3.449 0.997
C -1.363 3.056 0.784
N -2.195 2.305 1.650
C -3.488 2.069 0.985
S -3.637 0.595 -0.132
C -3.550 3.375 0.084
Br -4.940 3.398 -1.292
N -2.124 3.323 -0.418
H 0.261 5.666 -0.415
H 2.165 4.393 0.214
H 0.274 3.195 1.922
H -2.191 2.541 2.639
H -4.278 2.076 1.773
H -2.432 0.345 -0.752
H -3.512 4.254 0.784
H -1.946 4.294 -0.701
C -0.077 -3.560 -0.720
C -1.135 -2.482 -0.827
O -1.101 -1.872 -2.117
H 0.916 -3.141 -0.895
H -0.094 -4.025 0.267
H -0.234 -4.334 -1.475
H -0.959 -1.701 -0.083
H -2.135 -2.898 -0.662
H -1.265 -2.560 -2.769
C 4.056 -1.730 1.128
C 2.755 -1.013 0.834
O 1.670 -1.708 1.436
H 4.015 -2.754 0.752
H 4.900 -1.216 0.662
H 4.235 -1.789 2.205
H 2.572 -0.977 -0.241
H 2.778 0.015 1.215
H 1.823 -1.736 2.386
C -0.066 5.346 5.219
C 0.334 3.894 5.355
O 1.144 3.501 4.246
H -0.615 5.504 4.288
H -0.691 5.663 6.056
H 0.819 5.987 5.180
H -0.550 3.254 5.370
H 0.896 3.727 6.278
H 1.926 4.062 4.243
C -2.945 7.380 3.010
C -3.115 7.393 1.504
O -1.949 6.860 0.866
H -2.071 7.966 3.302
H -3.825 7.789 3.506
H -2.781 6.360 3.372
H -3.256 8.412 1.143
H -3.984 6.797 1.205
H -1.834 5.957 1.181
C 3.156 -3.596 -3.656
C 4.353 -3.747 -2.737
O 3.948 -4.268 -1.475
H 2.412 -2.931 -3.210
H 3.456 -3.190 -4.625
H 2.667 -4.558 -3.816
H 4.826 -2.779 -2.562
H 5.097 -4.421 -3.175
H 3.538 -5.127 -1.631
C 1.295 -4.866 -8.167
C 2.487 -5.020 -7.244
O 2.072 -5.546 -5.986
H 0.550 -4.202 -7.722
H 1.598 -4.458 -9.133
H 0.806 -5.830 -8.331
H 2.960 -4.053 -7.065
H 3.233 -5.693 -7.679
H 1.664 -6.403 -6.150
C 2.656 -8.413 0.538
C 1.597 -7.334 0.414
O 1.639 -6.739 -0.880
H 3.649 -7.995 0.364
H 2.635 -8.869 1.530
H 2.501 -9.195 -0.210
H 1.767 -6.546 1.148
H 0.597 -7.750 0.578
H 1.479 -7.435 -1.526
C 1.322 8.842 3.436
C 1.816 7.723 2.540
O 0.730 6.882 2.150
H 0.840 8.435 4.327
H 2.146 9.487 3.745
H 0.576 9.450 2.918
H 2.546 7.106 3.067
H 2.292 8.127 1.641
H 0.091 7.430 1.675
C -6.841 4.883 5.319
C -5.384 5.064 4.937
O -4.895 6.315 5.409
H -7.447 5.690 4.903
H -7.226 3.929 4.954
H -6.963 4.918 6.404
H -5.270 5.050 3.851
H -4.769 4.262 5.361
H -4.988 6.321 6.367
C 6.374 -8.169 -9.042
C 5.077 -7.439 -9.333
O 3.983 -8.123 -8.728
H 6.330 -9.192 -9.419
H 7.222 -7.659 -9.505
H 6.549 -8.232 -7.964
H 4.896 -7.397 -10.407
H 5.110 -6.415 -8.948
H 4.146 -8.149 -7.779
C -5.503 -1.886 3.814
C -4.593 -2.768 2.980
O -5.059 -2.837 1.638
H -6.524 -2.272 3.804
H -5.157 -1.833 4.848
H -5.540 -0.872 3.403
H -4.575 -3.783 3.380
H -3.569 -2.379 2.979
H -5.064 -1.940 1.286
```

The value obtained for the max |F| is 3.35 eV Å⁻¹. The HOMO-LUMO gap is 7.8 eV. As for the total charge: +1. For the LUMO energy, the calculation gives -3.300 eV. The energy is -5700.18870 hartree.


Record 4
DFT (ωB97M-V/def2-TZVPD) results for a 11-piece molecular cluster, C25H74N5O14S overall.

XYZ file:
```
119
Properties=species:S:1:pos:R:3
O 2.063 -0.790 4.072
H 2.822 -0.211 3.976
H 2.134 -1.446 3.374
H 1.337 -0.191 3.883
O 1.483 0.304 1.176
H 2.301 0.806 1.164
H 1.607 -0.637 1.316
H 0.974 0.660 1.909
O 4.753 -2.668 1.816
H 5.151 -1.806 1.958
H 3.814 -2.501 1.711
H 4.854 -3.108 2.664
O 0.448 1.041 3.354
H -0.235 1.261 4.017
O 2.150 -2.128 1.887
H 1.911 -3.015 1.557
S 4.780 0.972 2.576
O 5.759 1.969 2.855
O 4.014 0.628 3.797
O 3.768 1.381 1.605
O 5.379 -0.287 2.154
C -1.927 -2.386 -4.992
C -1.967 -2.696 -3.467
C -0.651 -3.270 -2.927
O -0.747 -3.615 -1.568
C 0.269 -3.186 -0.692
N -2.283 -1.446 -2.794
H -1.308 -1.515 -5.206
H -2.975 -2.201 -5.226
H -1.554 -3.183 -5.635
H -2.807 -3.360 -3.265
H 0.149 -2.610 -3.263
H -0.540 -4.171 -3.532
H 1.174 -3.635 -1.103
H 0.093 -3.370 0.368
H 0.432 -2.121 -0.856
H -2.063 -1.621 -1.824
H -1.603 -0.765 -3.102
C 6.580 1.019 -0.988
C 5.155 1.358 -1.510
C 4.239 0.092 -1.451
O 4.673 -0.924 -2.305
C 3.891 -2.089 -2.247
N 4.673 2.398 -0.710
H 6.588 0.923 0.097
H 7.348 1.744 -1.255
H 6.924 0.021 -1.262
H 5.038 1.621 -2.561
H 3.165 0.261 -1.523
H 4.209 -0.335 -0.449
H 2.821 -2.081 -2.457
H 4.034 -2.617 -1.305
H 4.320 -2.767 -2.985
H 4.496 1.941 0.173
H 5.411 3.069 -0.551
C -0.573 2.429 -2.175
C 0.870 1.985 -2.042
C 1.472 1.543 -3.382
O 0.930 0.292 -3.758
C 1.477 -0.192 -4.934
N 1.668 3.097 -1.416
H -1.104 1.818 -2.905
H -0.602 3.451 -2.554
H -1.188 2.540 -1.282
H 0.903 1.104 -1.401
H 2.553 1.402 -3.363
H 1.374 2.397 -4.052
H 1.030 -1.118 -5.293
H 2.545 -0.397 -5.005
H 1.306 0.522 -5.739
H 2.622 2.858 -1.186
H 1.740 3.925 -1.990
C -2.477 3.739 2.524
C -1.550 3.598 1.254
C -1.466 4.776 0.286
O -2.827 4.852 -0.149
C -3.040 5.886 -1.145
N -0.193 3.417 1.819
H -3.546 3.893 2.374
H -2.122 4.532 3.182
H -2.464 2.763 3.008
H -1.819 2.706 0.689
H -0.718 4.601 -0.487
H -1.229 5.747 0.720
H -4.101 5.824 -1.387
H -2.394 5.801 -2.019
H -2.848 6.909 -0.821
H -0.180 2.539 2.317
H 0.473 3.371 1.061
C -2.660 -3.729 1.641
C -2.916 -2.525 2.651
C -1.767 -1.537 2.332
C -2.192 -0.514 1.202
C -3.608 0.099 1.424
C -4.718 -0.995 1.473
N -4.322 -1.959 2.543
O -5.334 -2.933 2.822
C -6.018 -0.302 1.877
C -5.005 -1.589 0.109
C -2.757 -3.020 4.128
H -2.455 -3.334 0.646
H -3.514 -4.406 1.634
H -1.882 -4.345 2.090
H -1.675 -0.999 3.275
H -0.817 -2.010 2.082
H -2.167 -1.027 0.240
H -1.446 0.277 1.138
H -4.010 0.860 0.755
H -3.722 0.514 2.426
H -6.883 -0.860 1.518
H -6.151 -0.152 2.948
H -6.172 0.699 1.475
H -4.044 -1.941 -0.265
H -5.661 -2.458 0.165
H -5.355 -0.821 -0.580
H -1.760 -3.413 4.327
H -3.359 -3.928 4.101
H -3.032 -2.356 4.948
H -5.645 -2.620 3.675
```

The value obtained for the max |F| is 4.24 eV Å⁻¹. The HOMO-LUMO gap is 7.8 eV. As for the total charge: -1. For the LUMO energy, the calculation gives 1.870 eV. The energy is -2722.10543 hartree.


Question: Look up the energy of the fourth one.
Answer: -2722.10543 hartree


Question: The lowest energy belongs to which entry?
Answer: C25H74BrN3O11PS2


Question: What is the LUMO energy in the fourth record?
Answer: 1.870 eV